Record 1
{"formula": "C25H23F6N5", "method": "ωB97M-V with the def2-TZVPD basis set", "molar_mass_g_mol": 507.48, "e_tot_ha": -1839.3560, "charge": 0, "homo_ev": -7.99, "orbital_gap_ev": 8.34, "species": ["H", "C", "F", "H", "H", "H", "C", "H", "H", "H", "C", "C", "C", "C", "C", "H", "C", "F", "F", "H", "C", "N", "C", "C", "N", "H", "H", "H", "C", "C", "C", "C", "C", "H", "H", "N", "C", "H", "C", "H", "N", "H", "H", "H", "C", "F", "H", "C", "C", "F", "C", "C", "H", "H", "F", "C", "C", "H", "N"], "positions_angstrom": [[0.04, -3.26, 2.00], [-1.46, -1.73, 2.51], [-5.11, 1.19, 3.64], [-7.09, 0.04, 1.26], [-1.39, -4.40, 8.25], [-4.91, 1.26, -0.51], [2.32, -2.26, 3.11], [5.80, 1.95, 4.23], [6.82, 0.33, 3.41], [-6.27, 0.11, -0.54], [-5.20, 0.23, -0.30], [-2.09, -5.99, 6.91], [-2.87, 0.20, 2.13], [-3.75, -2.05, 1.80], [2.43, 0.49, 2.69], [6.00, -1.13, 2.71], [-2.21, -6.38, 5.56], [6.20, 1.89, 1.33], [-5.91, 2.34, 1.96], [0.43, 0.27, 1.96], [6.03, -0.03, 2.75], [-0.41, -3.34, 4.12], [-3.88, -0.65, 1.62], [-1.12, -4.38, 4.82], [-5.03, -0.10, 1.09], [-4.56, -0.42, -0.92], [2.45, 1.57, 2.58], [4.57, 2.60, 3.09], [-0.12, -2.41, 2.68], [1.27, -0.22, 2.45], [-1.03, -3.99, 6.17], [-1.72, -0.35, 2.67], [-6.22, -0.01, 1.93], [-2.69, -7.35, 5.37], [-2.38, -3.66, 2.13], [-0.38, -2.77, 6.27], [-1.75, -5.60, 4.48], [-3.02, 1.28, 2.12], [3.60, -0.20, 3.02], [-2.44, -6.65, 7.71], [-0.06, -2.42, 5.05], [2.32, -3.35, 3.22], [4.48, -2.17, 3.32], [-6.26, -0.88, 2.61], [-2.52, -2.57, 2.16], [-7.27, 1.52, 3.47], [-1.86, -5.91, 3.44], [-6.15, 1.25, 2.75], [3.56, -1.62, 3.12], [5.25, 0.10, 0.53], [6.25, 0.51, 1.37], [-1.51, -4.77, 7.23], [-4.63, -2.68, 1.61], [4.05, 1.86, 4.66], [7.43, 0.15, 0.79], [1.13, -1.59, 2.81], [4.79, 1.81, 3.82], [-1.01, 0.29, 3.17], [4.76, 0.49, 3.23]], "lowdin_charge": [0.138, -0.181, 0.106, 0.135, 0.115, 0.080, -0.040, 0.091, 0.141, 0.087, -0.055, -0.101, 0.008, 0.008, -0.002, 0.129, -0.097, 0.107, 0.106, 0.098, -0.052, 0.032, -0.255, -0.151, -0.190, 0.096, 0.117, 0.084, -0.050, -0.029, -0.260, -0.025, -0.059, 0.099, 0.115, 0.072, -0.027, 0.127, -0.244, 0.101, 0.003, 0.119, 0.106, 0.149, -0.036, 0.127, 0.099, -0.549, 0.004, 0.116, -0.531, -0.027, 0.121, 0.110, 0.118, -0.201, -0.052, 0.109, -0.158]}

Record 2
{"formula": "C3H7N2O", "method": "ωB97M-V with the def2-TZVPD basis set", "de_lowest_kj_mol": 509.8, "molar_mass_g_mol": 87.10, "e_tot_ha": -302.8458, "charge": 1, "homo_ev": [-12.05, -12.05], "orbital_gap_ev": [7.59, 7.59], "species": ["C", "H", "H", "H", "O", "H", "H", "N", "C", "C", "H", "N", "H"], "positions_angstrom": [[-1.06, -0.15, 0.78], [-3.01, -1.00, 0.62], [0.08, 0.14, -1.12], [3.32, -0.02, 0.31], [-0.75, 1.15, 0.74], [-2.80, 0.21, -0.55], [-2.01, -1.04, -0.91], [-2.35, -0.50, -0.10], [0.18, 0.37, -0.02], [1.49, 0.31, 0.42], [2.60, 0.07, -1.33], [2.54, 0.06, -0.27], [1.76, 0.39, 1.44]], "lowdin_charge": [-0.165, 0.207, 0.162, 0.117, 0.015, 0.093, 0.148, 0.167, -0.262, -0.052, 0.193, 0.216, 0.161]}

Record 3
{"formula": "C13H18Cl5I2OP2Pd", "method": "ωB97M-V with the def2-TZVPD basis set", "de_lowest_kj_mol": 31.2, "molar_mass_g_mol": 789.73, "e_tot_ha": -4287.1822, "multiplicity": 5, "charge": 3, "homo_ev": [-18.01, -17.28], "orbital_gap_ev": [7.66, 2.94], "species": ["O", "Cl", "Cl", "Cl", "Cl", "H", "H", "C", "H", "H", "H", "C", "Pd", "H", "H", "C", "C", "H", "H", "H", "H", "P", "H", "C", "I", "C", "H", "I", "C", "H", "P", "C", "H", "Cl", "H", "C", "C", "H", "C", "H", "C", "C"], "positions_angstrom": [[0.59, -1.87, -2.89], [-0.02, 2.91, 1.50], [0.01, 2.65, 4.63], [-0.01, -2.73, 4.10], [0.01, -2.46, 1.02], [4.26, 0.10, -2.28], [-4.09, -0.05, -2.52], [-0.02, 1.35, 2.21], [-2.62, -2.29, -0.45], [2.79, -1.26, 1.17], [-2.61, -0.95, -2.96], [3.17, 0.05, -2.40], [0.00, 0.31, -0.75], [2.82, 0.88, -3.00], [-2.88, 1.59, 0.95], [-0.01, -1.18, 3.40], [0.00, -0.02, 4.22], [2.89, -0.90, -2.88], [-2.79, 2.41, -0.64], [4.22, 1.52, -0.01], [-4.25, 1.44, -0.21], [2.40, 0.13, -0.75], [-2.62, 0.81, -3.10], [0.31, -1.20, -2.00], [0.14, 2.41, -2.36], [3.13, 1.58, 0.07], [2.81, 1.57, 1.11], [-1.76, -2.18, -5.01], [0.00, 1.26, 3.63], [2.66, -2.23, -0.32], [-2.35, 0.07, -0.83], [3.07, -1.31, 0.12], [4.17, -1.30, 0.01], [0.00, -0.19, 5.91], [2.75, 2.48, -0.43], [-0.01, -1.02, 2.00], [-3.00, -0.02, -2.50], [-2.79, -1.35, 1.08], [-0.01, 0.22, 1.41], [-4.13, -1.41, -0.13], [-3.04, -1.39, 0.00], [-3.16, 1.53, -0.10]], "lowdin_charge": [0.063, 0.801, 0.831, 0.896, 0.766, 0.092, 0.085, -0.657, 0.044, 0.042, -0.105, -0.227, 0.300, 0.023, 0.046, -0.619, -0.667, 0.054, 0.042, 0.083, 0.081, 0.734, 0.035, -0.270, 0.614, -0.225, 0.048, 0.806, -0.653, 0.049, 0.725, -0.216, 0.087, 0.833, 0.033, -0.671, -0.286, 0.056, -0.308, 0.076, -0.226, -0.218]}

Record 4
{"formula": "C4H6N2", "method": "ωB97M-V with the def2-TZVPD basis set", "de_lowest_kj_mol": 282.2, "molar_mass_g_mol": 82.11, "e_tot_ha": -265.4281, "charge": 0, "homo_ev": -9.75, "orbital_gap_ev": 10.57, "species": ["C", "H", "C", "C", "H", "H", "H", "C", "H", "N", "N", "H"], "positions_angstrom": [[0.84, -0.66, 0.69], [1.55, -1.14, 0.00], [-0.65, -0.69, 0.18], [-0.45, 0.88, -0.03], [1.04, -1.02, 1.71], [-0.88, -1.05, -0.94], [1.64, 1.26, 0.16], [-0.55, 0.75, -1.48], [-1.14, 1.63, 0.40], [0.85, 0.82, 0.63], [-0.75, 0.15, -2.46], [-1.34, -0.85, 1.03]], "lowdin_charge": [-0.185, 0.105, -0.092, -0.306, 0.102, 0.119, 0.109, -0.204, 0.138, -0.024, 0.134, 0.104]}

Record 5
{"formula": "C2H4N3O", "method": "ωB97M-V with the def2-TZVPD basis set", "de_lowest_kj_mol": 362.9, "molar_mass_g_mol": 86.07, "e_tot_ha": -317.7035, "charge": 1, "homo_ev": -16.42, "orbital_gap_ev": 9.80, "species": ["H", "N", "N", "N", "O", "C", "H", "H", "C", "H"], "positions_angstrom": [[0.67, -0.40, -2.21], [-0.44, 0.83, -1.07], [0.53, -1.02, -0.19], [-0.77, 0.96, 0.14], [-1.63, 1.65, 0.55], [0.29, -0.24, -1.24], [1.26, -1.77, -0.06], [0.98, 0.29, 1.40], [-0.03, 0.00, 1.02], [-0.86, -0.30, 1.65]], "lowdin_charge": [0.149, 0.168, 0.163, -0.265, 0.225, -0.084, 0.193, 0.168, 0.139, 0.144]}

Record 6
{"formula": "C44H117F2FeO15", "method": "ωB97M-V with the def2-TZVPD basis set", "molar_mass_g_mol": 980.25, "e_tot_ha": -4338.6289, "multiplicity": 6, "charge": 0, "homo_ev": [-9.26, -8.96], "orbital_gap_ev": [9.57, 8.31], "species": ["H", "C", "C", "H", "C", "H", "C", "H", "H", "H", "C", "H", "H", "H", "H", "H", "H", "O", "H", "H", "H", "C", "H", "H", "H", "H", "H", "H", "H", "H", "O", "C", "C", "H", "Fe", "O", "H", "C", "H", "H", "H", "H", "H", "H", "C", "C", "H", "H", "C", "H", "C", "H", "H", "H", "C", "H", "H", "H", "H", "O", "H", "C", "C", "H", "H", "H", "C", "H", "C", "H", "H", "H", "H", "H", "C", "H", "F", "H", "H", "C", "H", "H", "H", "C", "C", "O", "H", "H", "H", "H", "F", "H", "C", "H", "H", "H", "H", "H", "H", "H", "O", "H", "H", "H", "C", "C", "H", "C", "H", "H", "H", "C", "H", "O", "H", "H", "H", "H", "C", "O", "C", "C", "H", "C", "C", "H", "H", "O", "C", "H", "H", "H", "H", "C", "C", "H", "C", "H", "H", "H", "O", "H", "H", "O", "C", "O", "C", "H", "H", "O", "H", "C", "H", "H", "C", "H", "H", "C", "C", "H", "H", "H", "H", "H", "H", "H", "H", "H", "H", "H", "H", "H", "C", "H", "O", "H", "C", "O", "H"], "positions_angstrom": [[9.22, 5.97, -15.56], [6.68, 12.56, -9.71], [6.35, 12.25, -18.40], [7.98, 8.16, -9.65], [8.69, 10.98, -10.00], [11.41, 4.65, -13.65], [4.80, 12.44, -20.45], [5.60, 12.54, -9.53], [7.07, 12.86, -8.74], [1.47, 10.99, -16.12], [3.24, 8.95, -8.69], [8.90, 8.53, -7.31], [8.79, 5.34, -18.43], [1.99, 9.32, -19.44], [10.36, 4.46, -12.18], [9.49, 10.57, -16.36], [7.51, 5.93, -17.39], [6.95, 14.67, -15.39], [5.85, 2.73, -12.68], [7.19, 12.29, -19.10], [7.20, 9.67, -14.53], [10.43, 4.84, -13.20], [8.04, 12.33, -13.15], [5.58, 1.43, -11.50], [5.43, 4.57, -15.17], [1.38, 6.50, -14.66], [10.34, 4.66, -15.93], [4.70, 13.53, -20.41], [13.55, 13.46, -11.85], [3.87, 12.12, -20.91], [4.01, 12.37, -18.17], [0.25, 7.56, -13.49], [12.20, 13.01, -13.89], [6.60, 8.40, -18.62], [5.84, 6.31, -10.74], [9.33, 7.68, -19.58], [9.95, 6.43, -10.24], [9.33, 4.26, -14.14], [1.95, 11.68, -13.61], [6.60, 11.59, -17.57], [6.29, 3.29, -9.69], [7.20, 8.15, -7.48], [9.43, 3.18, -14.21], [6.86, 10.88, -11.09], [7.99, 2.47, -10.76], [2.59, 7.79, -17.98], [4.47, 11.33, -13.83], [9.14, 9.00, -15.79], [8.02, 6.11, -18.33], [11.08, 7.30, -14.94], [8.20, 13.13, -13.87], [2.67, 5.04, -16.46], [6.89, 10.62, -8.33], [4.59, 8.57, -17.48], [3.57, 8.66, -17.11], [1.89, 3.56, -14.79], [5.95, 13.36, -12.47], [1.11, 9.37, -14.23], [1.92, 12.56, -16.60], [0.50, 6.90, -14.71], [4.02, 9.46, -12.09], [6.02, 14.12, -13.25], [11.74, 8.15, -15.10], [8.50, 7.68, -13.49], [7.01, 13.32, -10.41], [5.01, 14.40, -13.56], [9.36, 4.90, -15.50], [0.53, 12.37, -15.58], [6.61, 3.14, -10.72], [3.28, 8.04, -8.08], [8.37, 6.85, -6.90], [3.18, 2.75, -15.71], [8.69, 12.70, -14.74], [6.37, 12.71, -14.80], [9.82, 7.01, -9.33], [10.33, 11.58, -12.42], [4.91, 5.58, -9.11], [2.20, 9.29, -8.73], [3.12, 7.85, -10.56], [7.65, 8.19, -13.04], [9.15, 11.80, -10.56], [1.36, 6.02, -12.30], [-0.28, 5.63, -12.64], [7.24, 11.16, -10.11], [8.20, 7.73, -7.53], [8.07, 4.64, -13.59], [11.07, 8.71, -17.06], [7.27, 6.04, -19.12], [11.82, 10.84, -16.99], [11.30, 10.36, -13.09], [4.41, 5.89, -11.98], [5.79, 9.22, -13.68], [2.96, 3.56, -15.01], [11.36, 13.69, -13.71], [7.17, 4.42, -12.09], [10.33, 5.91, -13.06], [3.31, 13.78, -14.89], [11.79, 8.59, -14.10], [2.61, 10.16, -11.18], [3.53, 3.39, -14.09], [7.52, 6.30, -9.42], [8.93, 11.00, -8.94], [8.23, 8.93, -12.49], [3.84, 9.78, -8.33], [11.33, 11.16, -12.35], [2.53, 8.37, -19.39], [6.04, 14.75, -15.65], [11.22, 9.23, -16.12], [5.20, 6.13, -15.90], [9.30, 7.65, -17.55], [13.39, 11.56, -12.91], [2.49, 11.99, -14.50], [2.32, 8.44, -13.49], [12.74, 12.98, -11.64], [3.55, 5.80, -13.79], [12.04, 12.28, -14.68], [-0.73, 8.04, -13.55], [12.70, 7.73, -15.38], [8.60, 7.53, -18.37], [7.02, 7.28, -12.11], [3.65, 9.81, -11.13], [1.26, 8.68, -13.39], [9.01, 10.01, -10.39], [3.73, 8.63, -10.12], [3.34, 4.95, -15.60], [3.30, 9.72, -17.08], [7.83, 5.60, -8.84], [2.85, 13.34, -14.18], [12.49, 12.12, -12.68], [10.34, 7.96, -9.45], [5.15, 4.74, -16.91], [7.89, 1.48, -10.31], [8.34, 2.21, -11.76], [5.57, 2.51, -11.65], [4.85, 5.10, -15.93], [4.29, 11.48, -15.56], [0.37, 6.46, -12.40], [3.52, 10.11, -14.69], [4.56, 2.84, -11.42], [6.38, 8.19, -14.93], [3.08, 5.93, -14.61], [1.07, 9.13, -12.42], [10.00, 6.99, -19.55], [1.32, 7.94, -17.36], [3.77, 11.17, -14.65], [6.78, 4.45, -11.21], [5.03, 11.87, -19.05], [2.86, 6.74, -17.97], [7.93, 9.59, -18.58], [12.15, 10.23, -16.32], [10.28, 6.43, -8.53], [6.71, 8.80, -14.09], [7.47, 8.80, -17.12], [0.13, 6.88, -11.43], [6.89, 13.60, -14.44], [8.75, 13.99, -13.48], [9.90, 10.22, -14.72], [7.57, 8.64, -18.19], [1.54, 12.01, -15.74], [3.50, 8.44, -19.88], [13.01, 13.68, -14.16], [8.01, 5.60, -13.52], [6.57, 14.94, -12.79], [8.67, 4.33, -16.13], [4.26, 10.64, -10.78], [3.18, 11.93, -18.39], [8.77, 3.00, -10.22], [3.59, 8.30, -16.08], [1.34, 7.41, -16.56], [11.50, 10.63, -11.41], [5.65, 8.97, -9.81], [6.39, 13.28, -18.05], [8.36, 7.36, -9.02], [4.99, 10.78, -19.04], [6.69, 10.25, -9.19], [1.96, 7.65, -19.98], [9.89, 9.78, -15.72], [5.11, 8.24, -10.12], [5.65, 12.20, -21.09]], "lowdin_charge": [0.072, -0.021, -0.054, 0.101, -0.047, 0.081, -0.047, 0.082, 0.081, 0.061, -0.021, 0.083, 0.077, 0.080, 0.068, 0.086, 0.053, -0.034, 0.082, 0.080, 0.052, -0.034, 0.070, 0.080, 0.070, 0.026, 0.088, 0.082, 0.094, 0.075, -0.073, -0.442, -0.046, 0.070, 1.139, -0.040, 0.073, -0.434, 0.124, 0.066, 0.139, 0.077, 0.143, 0.136, -0.035, -0.451, 0.063, 0.050, -0.048, 0.044, -0.056, 0.126, 0.107, 0.053, -0.038, 0.079, 0.055, 0.074, 0.059, -0.084, 0.063, -0.048, -0.011, 0.073, 0.068, 0.060, -0.068, 0.080, -0.434, 0.083, 0.089, 0.077, 0.073, 0.112, -0.024, 0.053, -0.474, 0.080, 0.128, -0.331, 0.081, 0.067, 0.076, -0.482, -0.017, -0.075, 0.118, 0.088, 0.100, 0.041, -0.426, 0.049, -0.031, 0.074, 0.047, 0.062, 0.073, 0.060, 0.073, 0.065, -0.119, 0.098, 0.085, 0.073, -0.034, -0.054, 0.078, -0.499, 0.057, 0.092, 0.136, -0.433, 0.071, -0.040, 0.057, 0.061, 0.140, 0.082, -0.488, -0.334, -0.029, -0.058, 0.070, -0.413, -0.432, 0.053, 0.117, -0.072, -0.506, 0.078, 0.072, 0.079, 0.077, -0.025, -0.037, 0.069, -0.034, 0.049, 0.087, 0.059, -0.089, 0.074, 0.084, -0.046, -0.056, -0.155, -0.473, 0.120, 0.079, -0.027, 0.083, -0.059, 0.053, 0.070, -0.486, 0.090, 0.065, -0.039, -0.032, 0.073, 0.078, 0.063, 0.084, 0.079, 0.068, 0.070, 0.078, 0.057, 0.042, 0.082, 0.047, 0.076, -0.467, 0.115, -0.088, 0.075, -0.061, -0.130, 0.078]}